Molecular formula: C26H42BrN3P2PbS
Method: DFT, ωB97M-V with the def2-TZVPD basis set

Properties
Energy relative to the best compared isomer or geometry (same formula, charge and spin) (kcal per mole): 0.0
M (g mol⁻¹): 777.8
Charge: +2
Gap between HOMO and LUMO (spin up / spin down) (Ha): 0.1094 / 0.1098

Geometry as XYZ:
```
76
Properties=species:S:1:pos:R:3:forces:R:3
C -5.12666 -5.22227 3.84902 -0.151 -0.167 -0.165
C -4.48308 -5.00757 2.61440 -0.355 -0.416 0.065
C -4.77205 -5.88361 1.54954 -0.151 -0.101 0.203
C -5.69589 -6.91791 1.76096 0.444 0.686 0.291
N -6.30163 -7.09816 2.93428 -0.215 -0.235 0.035
C -6.03549 -6.28596 3.95696 0.575 0.449 -0.462
C -3.54730 -3.92387 2.44399 0.934 1.041 -0.091
C -2.74856 -3.00861 2.31184 -0.910 -1.191 0.206
C -1.75559 -1.99749 2.11219 -0.053 -0.017 -0.080
C -1.95612 -0.68394 2.57642 0.481 0.043 -0.408
C -0.97458 0.29764 2.34340 -0.048 0.830 0.564
C 0.14457 -0.06048 1.62735 0.549 -1.450 0.251
C 0.39854 -1.33874 1.18009 0.376 -0.595 -0.068
C -0.56781 -2.32330 1.42759 -0.156 0.486 -0.119
Pb 2.08518 1.42852 1.47600 -0.904 1.347 -0.138
P 0.08014 2.70467 -0.00340 -0.250 1.320 -0.771
H -4.29663 -5.77303 0.57564 -0.091 0.054 0.284
H -4.93551 -4.58448 4.71141 0.003 -0.111 -0.292
H -5.94358 -7.60982 0.95135 0.043 0.200 0.322
H -6.55549 -6.47410 4.90040 0.157 0.011 -0.352
H -0.41577 -3.34844 1.08638 0.045 0.356 0.024
H -2.87241 -0.42862 3.11464 0.370 0.005 -0.215
H 1.31755 -1.60731 0.65811 -0.266 -0.016 0.152
H -1.12451 1.30664 2.73295 0.044 -0.285 -0.027
C 0.92446 4.06793 -0.91396 0.317 -0.119 0.143
C 0.25824 4.56344 -2.19362 -0.098 0.237 -0.256
H 1.94743 3.70625 -1.11528 -0.382 0.174 -0.059
H 1.04713 4.89877 -0.20089 -0.034 -0.251 -0.064
H 0.82713 5.41701 -2.58290 -0.104 -0.219 0.043
H 0.24031 3.79966 -2.97817 0.030 0.157 0.153
H -0.76577 4.91239 -2.02314 0.301 -0.136 -0.115
C -0.74886 1.65121 -1.28280 0.559 -0.655 0.082
C -2.27408 1.64669 -1.34619 -0.359 0.080 0.030
H -0.40213 0.62941 -1.06044 -0.113 0.157 -0.226
H -0.33228 1.91200 -2.26713 0.012 -0.047 0.407
H -2.59441 0.90306 -2.08888 0.134 0.193 0.196
H -2.73296 1.36246 -0.39019 0.109 0.073 -0.227
H -2.68805 2.61353 -1.66056 0.146 -0.300 0.109
C -1.27931 3.52860 0.93369 0.185 -0.231 0.589
C -1.94414 4.71822 0.24385 -0.240 0.256 -0.100
H -0.82542 3.84622 1.88782 -0.213 -0.030 -0.205
H -2.03195 2.76515 1.18251 0.281 0.179 -0.080
H -2.76291 5.08965 0.87232 0.207 -0.099 -0.068
H -1.24645 5.54935 0.09303 -0.145 -0.190 0.028
H -2.38631 4.45448 -0.72458 0.158 0.065 0.321
Br 4.13828 3.02652 0.51526 -1.215 -1.323 0.715
P 2.64572 -1.63334 -3.45561 -0.054 -0.086 -0.126
C 1.46868 -0.22386 -3.65027 -0.037 -0.164 -0.083
C 1.74051 0.53369 -4.95127 -0.190 0.270 -0.055
H 1.56948 0.43516 -2.77458 -0.173 -0.038 -0.082
H 0.45400 -0.64852 -3.65149 0.168 0.143 -0.020
H 0.87525 1.15160 -5.21817 0.196 0.004 -0.042
H 2.61063 1.19435 -4.85422 -0.109 -0.167 -0.070
H 1.93124 -0.15763 -5.78239 -0.074 0.180 0.234
C 3.77718 -0.96892 -2.15864 0.066 0.056 -0.187
C 5.14964 -1.64003 -2.26452 0.222 0.119 0.279
H 3.32422 -1.14558 -1.17137 0.033 0.142 0.082
H 3.85982 0.11726 -2.31286 0.030 -0.206 0.005
H 5.90465 -1.03805 -1.74823 -0.006 -0.194 -0.038
H 5.14134 -2.63586 -1.80646 0.012 0.141 -0.155
H 5.45934 -1.74976 -3.31135 -0.095 0.062 0.268
C 1.61563 -2.80838 -2.46917 0.194 -0.014 -0.025
C 0.97852 -3.87240 -3.36866 -0.152 -0.184 0.156
H 0.84959 -2.23637 -1.92455 0.090 -0.158 0.086
H 2.28843 -3.27785 -1.73649 -0.151 0.037 -0.125
H 0.65143 -4.72649 -2.76491 -0.042 0.110 -0.184
H 0.10141 -3.48009 -3.89691 0.197 -0.058 0.034
H 1.69090 -4.24094 -4.11764 -0.161 0.097 0.210
N 4.43796 3.33218 4.21329 -0.810 -0.092 -0.505
C 3.14248 3.67683 4.15230 1.504 1.325 0.262
N 2.84681 4.97536 4.31390 -0.217 -0.950 -0.318
S 1.89232 2.50348 4.00508 -0.284 -0.504 -0.642
H 5.17422 4.03437 4.19583 -0.215 -0.294 0.097
H 4.69123 2.37021 4.02063 0.030 0.287 0.174
H 1.87360 5.25242 4.31825 0.263 0.063 -0.004
H 3.56850 5.68543 4.37925 -0.240 -0.141 0.148
```
Forces are in eV/Å.

---

Molecular formula: C26H42Cl6O15
Method: DFT, ωB97M-V with the def2-TZVPD basis set

Properties
SMILES: C[C@H]1COC(=O)O1.C[C@H]1COC(=O)O1.C[C@H]1COC(=O)O1.C[C@H]1COC(=O)O1.C[C@H]1COC(=O)O1.ClCCCl.ClCCCl.ClCCCl
Energy relative to the best compared isomer or geometry (same formula, charge and spin) (kcal per mole): 13.9
M (g mol⁻¹): 807.3
Gap between HOMO and LUMO (Ha): 0.3959

Geometry as XYZ:
```
89
Properties=species:S:1:pos:R:3:forces:R:3
C 7.09602 14.68731 8.05758 -2.643 -0.039 -1.070
C 8.36219 15.36142 8.40551 -1.433 2.903 -2.134
C 9.05049 15.91112 7.12427 -0.230 -0.429 1.366
O 9.06597 17.30422 7.29462 0.222 0.891 -0.551
C 8.46164 17.68241 8.44914 1.665 -1.483 -1.231
O 8.45357 18.78916 8.85334 -0.708 1.363 0.210
O 8.05596 16.60985 9.07780 -0.972 -0.863 1.664
H 7.34310 13.84656 7.41340 -0.091 -0.082 -0.311
H 6.29671 15.36650 7.49806 2.050 -1.154 0.968
H 6.51904 14.24783 8.86924 0.268 0.124 0.438
H 9.03353 14.84328 8.99800 1.118 -1.208 1.252
H 8.63679 15.65284 6.18918 -1.298 -0.162 -0.913
H 9.99759 15.46270 7.07652 1.929 0.080 0.095
C 14.73557 14.72082 8.67829 -0.367 -1.307 -0.306
C 14.72621 13.49452 7.72203 1.207 1.860 0.986
C 14.44454 12.17115 8.39691 -0.148 -0.986 0.169
O 13.24540 11.73781 7.65963 0.535 -0.948 1.113
C 12.86451 12.64813 6.76242 -1.013 0.179 -0.299
O 11.87886 12.58300 6.07708 0.535 -0.286 0.426
O 13.69655 13.67427 6.76711 0.345 0.566 -0.493
H 14.96580 15.61899 8.11934 -0.459 0.255 -0.070
H 15.54283 14.59712 9.37845 0.463 -0.192 0.423
H 13.80471 14.73004 9.27034 0.307 0.416 -0.513
H 15.69809 13.48160 7.21651 -0.274 -0.115 -0.233
H 14.21818 12.28228 9.50743 0.140 -0.336 -1.444
H 15.28506 11.41642 8.21860 -1.359 0.915 0.374
C 11.59484 13.67942 14.75927 0.743 0.769 -0.584
C 11.59957 14.38021 13.35050 -1.233 -0.382 2.058
C 12.87327 14.55853 12.61614 3.341 0.469 -0.139
O 12.55366 14.34296 11.22721 0.651 0.925 -0.249
C 11.35470 13.86402 11.17529 -3.017 -1.255 -0.810
O 10.65165 13.70416 10.18879 1.416 0.019 1.161
O 10.93122 13.51292 12.43065 -0.602 0.032 -1.009
H 10.66237 13.97310 15.28812 0.705 -0.541 -0.350
H 12.47121 14.01358 15.35154 -0.514 0.031 -0.263
H 11.71330 12.59199 14.64355 -0.307 0.346 0.014
H 10.95903 15.26415 13.46854 0.452 0.229 -0.378
H 13.59958 13.77977 12.85098 -0.218 -0.280 0.264
H 13.52120 15.47542 12.64676 -1.382 -0.343 0.278
C 9.12570 11.28080 8.15520 1.172 1.118 2.188
C 9.69781 9.98308 8.69939 0.484 -0.143 -0.481
C 10.95409 10.07201 9.63043 -2.097 0.492 1.902
O 10.65718 8.98817 10.61169 0.377 0.932 -1.536
C 9.35002 8.68388 10.50375 1.010 -2.682 2.688
O 8.89812 7.80380 11.22456 -0.150 1.448 -0.991
O 8.73809 9.37160 9.60010 -0.981 0.604 -1.158
H 8.39995 11.18293 7.38892 -0.357 -0.431 -0.937
H 9.98971 11.92611 7.86052 -0.853 -0.382 -0.073
H 8.59475 11.78158 9.00683 0.616 -0.195 -0.594
H 9.82605 9.26508 7.86289 0.258 0.249 0.547
H 10.92499 10.99853 10.26820 0.052 -0.550 -0.945
H 11.93098 9.93288 9.23445 0.499 -0.258 -0.609
C 13.23644 7.73147 11.95955 0.029 0.009 -0.675
C 13.16482 9.03641 12.71692 -1.378 0.652 -1.357
C 13.99930 9.07777 13.96589 0.263 0.513 -0.623
O 14.56646 10.39846 13.97480 -0.245 0.468 -0.750
C 14.41301 10.98448 12.73046 -0.042 -1.836 0.994
O 14.93862 12.00144 12.41857 -0.155 0.387 -0.274
O 13.64719 10.19201 11.94674 0.581 0.076 0.109
H 14.21949 7.55204 11.49613 -0.042 -0.143 0.731
H 12.54607 7.68285 11.11251 -0.133 0.277 0.340
H 12.90854 6.95282 12.66516 0.473 -0.033 -0.267
H 12.08853 9.29697 12.83869 0.840 -0.377 0.470
H 14.81488 8.35217 13.89667 -0.128 0.023 0.356
H 13.34272 8.95256 14.80201 0.096 -0.184 0.838
Cl 7.49084 16.20650 12.70498 0.443 0.556 0.212
C 6.86828 14.54366 12.76745 0.128 1.414 0.281
C 7.71945 13.62666 13.54468 -0.331 -1.299 0.961
Cl 7.97132 14.14692 15.24907 -0.292 -0.021 -0.163
H 6.83749 14.32054 11.73367 -0.289 -0.952 -0.896
H 5.89658 14.66512 13.19578 -0.678 -0.323 0.121
H 8.69583 13.46437 13.16004 0.753 0.095 -0.582
H 7.22422 12.63980 13.58598 0.170 0.408 0.061
Cl 10.67318 8.14302 16.18140 -0.010 0.324 0.166
C 9.84383 7.98197 14.61241 -1.760 0.613 0.916
C 8.97912 9.17411 14.16249 2.174 -0.596 -0.176
Cl 10.03541 10.50351 13.59011 -0.048 0.513 0.114
H 9.16230 7.13681 14.71665 0.274 -0.114 -0.149
H 10.61225 7.80498 13.91775 0.640 -0.395 -1.088
H 8.32752 9.59658 14.88247 -0.622 0.064 0.737
H 8.51485 8.84374 13.26716 -0.868 -0.310 -0.572
Cl 10.18850 18.36590 13.06623 0.351 -0.026 0.309
C 9.70569 18.63180 11.37036 -0.585 -0.086 0.335
C 10.85933 18.80611 10.43941 1.469 0.639 -1.059
Cl 11.46806 17.18895 9.90425 -0.096 -0.021 -0.136
H 9.07946 19.52054 11.36702 0.006 -0.032 -0.037
H 9.08850 17.75469 11.12057 0.323 0.546 -0.148
H 11.80445 19.28407 10.80999 -1.291 -0.239 0.249
H 10.55560 19.38592 9.53313 0.126 -0.774 0.739
```
Forces are in eV/Å.

---

Molecular formula: C26H42GeN5O3Ru
Method: DFT, ωB97M-V with the def2-TZVPD basis set

Properties
Spin multiplicity: 6
<S²>: 8.772
Energy relative to the best compared isomer or geometry (same formula, charge and spin) (kcal per mole): 52.2
M (g mol⁻¹): 646.3
Charge: +2
Gap between HOMO and LUMO (spin up / spin down) (Ha): 0.3083 / 0.2258

Geometry as XYZ:
```
78
Properties=species:S:1:pos:R:3:forces:R:3
Ru -0.17973 0.12723 0.17308 -1.073 1.045 0.978
N -0.24296 2.41485 -0.34514 -0.305 -0.226 0.011
C -0.90705 3.14410 0.75495 -0.250 -0.306 -0.185
C -2.34254 2.64236 0.85936 0.398 -0.139 -0.233
N -2.36928 1.15019 0.94054 0.052 0.089 0.184
C -3.41502 0.58061 0.06271 0.062 0.146 0.019
C -3.09817 0.75732 -1.41016 0.342 0.194 -0.039
N -1.74328 0.23876 -1.74330 -0.268 -0.134 0.222
C -2.55568 0.74889 2.36077 0.133 -0.104 -0.175
C -2.28074 -0.72487 2.57607 0.346 0.245 -0.270
N -0.94990 -1.05297 2.00957 -0.264 0.117 -0.200
H 0.75837 2.66311 -0.40312 0.039 0.051 0.090
H -0.68138 2.62716 -1.23355 -0.113 0.052 -0.033
H -0.90168 4.21915 0.59125 0.017 0.129 -0.046
H -0.35329 2.95344 1.67070 0.081 -0.085 0.106
H -2.88516 2.97371 -0.02449 -0.046 -0.093 -0.039
H -2.85848 3.08143 1.71021 -0.009 -0.003 0.155
H -4.38012 1.05128 0.27682 -0.040 -0.012 0.021
H -3.52287 -0.47745 0.27688 0.053 -0.156 0.092
H -3.14452 1.81084 -1.68168 0.081 0.004 -0.056
H -3.87062 0.26337 -1.99415 -0.067 -0.095 -0.090
H -1.40017 0.65206 -2.60505 -0.015 0.066 0.007
H -1.78900 -0.75835 -1.93630 0.025 0.074 0.019
H -3.56103 0.99977 2.70804 -0.075 0.041 -0.046
H -1.85110 1.32948 2.95649 0.053 0.074 0.001
H -3.03753 -1.33427 2.09712 -0.091 -0.164 -0.122
H -2.33329 -0.94606 3.63763 0.100 -0.042 0.178
H -0.88680 -2.04121 1.79284 -0.033 -0.015 -0.016
H -0.15463 -0.87646 2.66189 -0.103 0.003 0.052
C -0.32009 -3.83318 -2.17722 0.154 -0.032 -0.032
C -0.67741 -3.21206 -0.83759 -0.014 0.084 -0.028
C -0.07765 -3.99475 0.31951 -0.054 -0.189 0.015
C -2.18383 -3.09922 -0.69613 -0.090 -0.066 -0.052
O -0.16336 -1.80033 -0.85014 0.781 0.463 0.297
H -0.82129 -4.79910 -2.27886 0.046 0.093 0.032
H 0.75700 -4.01256 -2.24916 -0.132 -0.010 -0.062
H -0.63279 -3.19114 -3.00440 0.033 -0.060 0.053
H -0.24527 -5.05802 0.12374 0.033 0.088 0.093
H -0.56300 -3.78029 1.27752 0.107 -0.035 -0.118
H 0.99971 -3.84829 0.41358 -0.141 -0.002 -0.008
H -2.60961 -4.10621 -0.65294 0.024 0.133 0.017
H -2.64054 -2.59426 -1.55429 0.049 -0.073 0.088
H -2.45920 -2.58218 0.22479 -0.028 0.016 -0.016
Ge 1.64150 -1.45951 -1.35381 2.412 -0.744 -0.356
C 1.65444 -1.18118 -3.25542 -0.461 0.026 0.002
C 1.14179 0.02401 -3.73801 0.095 -0.021 -0.188
C 1.16177 0.30811 -5.09741 0.046 -0.128 -0.032
C 1.70027 -0.62291 -5.98197 0.025 -0.102 0.139
C 2.22510 -1.82342 -5.50374 -0.100 0.219 -0.089
C 2.19936 -2.10452 -4.14484 -0.009 0.008 0.045
C 3.36318 -0.31571 -0.75267 -2.280 -0.276 -0.203
C 4.12747 -0.92837 0.22052 0.492 0.138 -0.105
C 5.45242 -0.50888 0.32671 -0.072 0.155 -0.056
C 5.93111 0.51229 -0.49681 -0.166 -0.040 -0.016
C 5.10486 1.11794 -1.44128 -0.087 -0.030 0.141
C 3.77403 0.71778 -1.57238 0.568 -0.252 0.242
H 2.31990 -2.71069 -0.78218 -0.317 -0.251 -0.299
H 0.76784 0.77668 -3.04505 0.005 -0.003 -0.006
H 0.77348 1.25103 -5.46313 0.027 -0.046 -0.024
H 1.71843 -0.40995 -7.04363 0.014 -0.012 0.050
H 2.65381 -2.54275 -6.19012 -0.020 0.052 -0.003
H 2.61510 -3.04257 -3.78891 -0.043 0.070 -0.009
H 3.76329 -1.74597 0.83403 -0.036 0.098 -0.071
H 6.10621 -0.99418 1.04081 0.025 0.058 -0.018
H 6.95899 0.83794 -0.40420 -0.002 -0.044 -0.015
H 5.48193 1.90675 -2.07970 0.050 -0.019 0.047
H 3.13235 1.16972 -2.31357 -0.009 -0.005 0.022
O 2.28081 2.65410 0.16798 0.140 -0.088 -0.016
C 2.37278 1.93299 1.14396 0.167 -0.077 0.350
C 3.42968 2.11080 2.20632 0.010 -0.097 -0.063
C 3.13315 1.02226 3.22105 -0.022 -0.077 -0.005
C 1.91517 0.31495 2.66947 0.312 0.100 -0.026
O 1.36746 -0.61881 3.23561 -0.009 0.143 -0.214
N 1.53079 0.86220 1.44891 -0.552 -0.007 -0.114
H 3.35248 3.12070 2.60239 0.010 0.069 0.031
H 4.40470 2.02691 1.72530 0.002 -0.018 0.024
H 2.89856 1.38860 4.22098 0.025 -0.006 -0.028
H 3.93130 0.28487 3.32958 -0.039 0.046 -0.005
```
Forces are in eV/Å.